Arrangement A

23
Properties=species:S:1:pos:R:3:lowdin_charge:R:1 method="wB97M-V/def2-TZVPD" smiles="C[C@@H]1CP(C=C=O)C[C@@H]1C=C=O" orbital_gap_ev=8.88 spin_multiplicity=1 e_homo_ev=-8.3
C 1.65 -0.26 0.30 -0.07
C -0.10 -0.59 -2.38 -0.32
C 1.27 -1.47 0.19 -0.28
C -0.76 -1.55 -2.98 -0.25
C 0.38 1.58 -0.86 -0.32
C -1.50 -0.17 0.15 -0.28
C 0.75 0.95 0.53 -0.38
C -0.60 0.66 1.14 -0.39
C -0.36 -0.10 2.48 -0.05
O 1.00 -2.57 0.35 0.20
O -1.52 -2.38 -3.43 0.11
P -1.11 0.64 -1.51 0.98
H 2.59 -0.09 -0.24 0.14
H 1.00 -0.46 -2.52 0.10
H 0.12 2.75 -0.81 0.12
H 1.21 1.36 -1.54 0.05
H -1.11 -1.20 0.07 0.08
H -2.50 0.07 0.40 0.05
H 1.26 1.71 1.02 0.11
H -0.87 1.78 1.27 0.16
H -0.83 -1.07 2.48 0.07
H -0.73 0.54 3.30 0.08
H 0.76 -0.14 2.59 0.09

Arrangement B

23
Properties=species:S:1:pos:R:3:lowdin_charge:R:1 method="wB97M-V/def2-TZVPD" smiles="CCP(O)C(=O)c1ccccc1" orbital_gap_ev=8.11 spin_multiplicity=1 e_homo_ev=-8.0
C -3.68 0.24 -0.08 -0.08
C -2.64 0.57 0.77 -0.07
C -3.62 -0.92 -0.84 -0.07
C -1.53 -0.25 0.86 -0.07
C -2.53 -1.77 -0.73 -0.02
C -1.47 -1.43 0.11 -0.22
C 3.00 1.03 -0.01 -0.19
C 1.75 0.41 -0.60 -0.37
C -0.24 -2.21 0.10 -0.47
O 2.42 -2.13 -0.42 -0.33
O -0.09 -3.40 -0.03 0.04
P 1.39 -1.19 0.44 0.96
H -4.54 0.89 -0.17 0.10
H -2.69 1.47 1.36 0.11
H -4.43 -1.17 -1.51 0.10
H -0.71 0.01 1.51 0.09
H -2.47 -2.67 -1.31 0.12
H 2.84 1.30 1.03 0.06
H 3.27 1.93 -0.56 0.07
H 3.83 0.33 -0.06 0.06
H 1.89 0.10 -1.64 0.07
H 0.89 1.08 -0.52 0.06
H 2.35 -3.05 -0.16 0.05

Relative to the most stable one, in eV, the structures come out at arrangement A 3.086; arrangement B 0.000.

Arrangement A

18
Properties=species:S:1:pos:R:3:lowdin_charge:R:1 method="wB97M-V/def2-TZVPD" orbital_gap_ev="7.27 / 7.27" spin_multiplicity=1 charge=-1 e_homo_ev="-4.1 / -4.1"
C 2.07 1.32 -0.23 -0.74
C -1.01 1.75 0.96 -0.24
C -1.11 -0.66 0.09 -0.32
C 1.02 0.51 0.50 0.06
C 0.18 -0.28 -0.48 -0.51
N 0.91 -1.52 -0.88 0.05
O 2.01 2.55 -0.35 -0.03
O 2.89 0.46 -0.69 -0.07
O -1.95 1.21 -1.60 -0.56
S -2.09 0.89 -0.17 0.81
H -1.40 1.51 1.98 0.02
H -0.76 2.80 0.88 0.01
H -1.74 -1.49 -0.27 0.10
H -1.10 -0.62 1.17 0.06
H 1.20 -0.04 1.55 0.15
H 0.00 0.31 -1.38 0.13
H 1.84 -1.30 -1.19 0.05
H 1.00 -2.00 -0.02 0.04

Arrangement B

18
Properties=species:S:1:pos:R:3:lowdin_charge:R:1 method="wB97M-V/def2-TZVPD" orbital_gap_ev=7.76 spin_multiplicity=1 charge=-1 e_homo_ev=-4.2
C 0.68 0.46 -0.04 -0.09
C 2.05 0.17 0.08 -0.52
C 0.45 2.93 -0.16 0.24
C 2.37 -1.33 -0.02 -0.04
C -1.27 1.99 -0.07 -0.08
N 0.18 1.70 -0.09 -0.24
O -2.99 0.14 -1.22 -0.66
O -3.58 0.55 1.13 -0.64
O 2.98 0.98 0.22 -0.03
S -3.59 -0.44 0.03 0.58
H -0.05 -0.33 -0.07 0.10
H 1.46 -1.93 -0.02 0.06
H 3.02 -1.62 0.81 0.07
H 2.91 -1.50 -0.94 0.07
H -1.67 1.89 0.95 0.09
H -1.47 3.01 -0.44 0.09
H -1.82 1.28 -0.74 0.06
H -2.42 -1.35 0.46 -0.05

Relative to the most stable one, in eV, the structures come out at arrangement A 0.000; arrangement B 1.765.

Arrangement A

18
Properties=species:S:1:pos:R:3:lowdin_charge:R:1 method="wB97M-V/def2-TZVPD" smiles=O.O.O.O.O.O orbital_gap_ev=11.44 spin_multiplicity=1 e_homo_ev=-11.1
O 1.82 1.35 1.41 -0.09
H 2.68 1.14 1.83 0.07
H 1.81 1.10 0.45 0.05
O 0.73 -0.43 -0.62 -0.05
H 0.85 -1.38 -0.62 0.04
H -0.05 -0.16 -0.11 0.03
O -0.78 1.78 1.01 -0.07
H 0.06 1.37 1.26 -0.03
H -0.56 2.71 0.90 0.04
O 0.73 -2.97 2.12 -0.08
H 1.18 -3.73 2.55 0.06
H -0.14 -3.25 2.46 0.05
O -5.64 2.32 -6.66 -0.08
H -5.48 2.39 -5.71 0.03
H -6.29 3.06 -6.75 0.05
O 3.20 -1.99 2.63 -0.09
H 3.02 -2.07 1.66 0.04
H 2.32 -1.75 2.95 0.01

Arrangement B

18
Properties=species:S:1:pos:R:3:lowdin_charge:R:1 method="wB97M-V/def2-TZVPD" smiles=O.O.O.O.O.O orbital_gap_ev=11.54 spin_multiplicity=1 e_homo_ev=-11.1
O 1.02 3.44 -0.55 0.03
H 1.05 3.99 0.20 0.03
H 0.14 3.58 -0.71 0.00
O 0.64 0.62 -0.34 0.01
H 0.57 1.49 -0.31 -0.08
H -0.06 -0.02 -0.40 0.01
O -1.36 -1.06 0.12 -0.01
H -2.06 -1.35 0.61 0.02
H -0.78 -1.71 0.48 0.00
O -2.86 0.88 -1.49 -0.07
H -3.03 1.59 -0.93 -0.03
H -2.66 0.18 -0.73 0.07
O 0.27 -2.84 1.39 -0.12
H 1.08 -2.31 0.94 0.06
H 0.79 -3.40 1.96 0.03
O 2.24 -1.50 0.08 -0.10
H 3.01 -0.88 0.14 0.09
H 2.00 -0.71 -0.48 0.06

Arrangement C

18
Properties=species:S:1:pos:R:3:lowdin_charge:R:1 method="wB97M-V/def2-TZVPD" smiles=O.O.O.O.O.O orbital_gap_ev=9.74 spin_multiplicity=1 e_homo_ev=-9.8
O -8.48 12.48 -23.49 -0.02
H -9.00 13.27 -23.66 0.07
H -8.58 11.95 -24.28 0.07
O -5.62 9.76 -20.51 -0.03
H -6.18 8.99 -20.46 0.04
H -4.80 9.44 -20.89 0.04
O -8.19 14.19 -20.89 -0.03
H -8.93 14.55 -21.38 0.03
H -7.86 13.48 -21.44 -0.01
O -6.13 12.31 -22.37 -0.05
H -7.05 12.34 -22.63 -0.02
H -5.94 11.38 -22.22 0.05
O -3.46 13.33 -23.93 -0.05
H -3.17 12.78 -24.67 0.03
H -4.38 13.11 -23.82 0.00
O -4.59 13.55 -20.69 -0.07
H -5.32 13.19 -21.21 -0.05
H -3.81 13.14 -21.06 0.01

Relative to the most stable one, in eV, the structures come out at arrangement A 0.050; arrangement B 1.551; arrangement C 0.000.

Arrangement A

18
Properties=species:S:1:pos:R:3:lowdin_charge:R:1 method="wB97M-V/def2-TZVPD" smiles=O.O.O.O.O.O orbital_gap_ev=10.65 spin_multiplicity=1 e_homo_ev=-10.6
O -1.03 -2.17 -0.89 -0.07
H -1.04 -1.21 -0.78 -0.01
H -1.87 -2.39 -1.30 0.03
O 1.85 -2.68 0.45 -0.05
H 2.32 -2.51 -0.37 0.04
H 2.17 -2.02 1.07 0.00
O -2.90 0.73 1.62 -0.05
H -3.58 0.74 2.30 0.04
H -2.12 1.05 2.09 0.03
O 2.65 0.36 1.10 -0.05
H 3.43 -0.18 0.94 0.05
H 2.69 1.04 0.42 0.05
O -0.13 0.60 -0.29 -0.03
H 0.69 0.34 0.17 0.03
H -0.72 0.89 0.42 0.04
O -0.92 2.31 -2.65 -0.07
H -0.79 1.87 -1.80 -0.01
H -0.69 3.23 -2.50 0.03

Arrangement B

18
Properties=species:S:1:pos:R:3:lowdin_charge:R:1 method="wB97M-V/def2-TZVPD" smiles=O.O.O.O.O.O orbital_gap_ev=11.02 spin_multiplicity=1 e_homo_ev=-10.8
O 0.27 0.50 3.31 -0.04
H -0.22 0.63 4.12 0.04
H -0.06 -0.28 2.88 -0.01
O -2.71 1.60 -1.02 -0.06
H -3.67 1.55 -0.90 0.04
H -2.36 0.91 -1.59 -0.01
O -0.88 -0.85 0.99 -0.07
H -1.17 -0.77 0.07 0.04
H -0.84 0.10 1.25 0.05
O -0.53 0.00 -2.41 -0.05
H -0.06 0.67 -1.89 0.03
H 0.09 -0.16 -3.12 0.04
O 2.54 0.49 -2.10 -0.05
H 2.55 1.07 -1.32 0.05
H 3.16 0.92 -2.69 0.04
O 1.46 -2.38 1.67 -0.06
H 0.50 -2.31 1.55 0.00
H 1.91 -1.68 1.19 0.02

Relative to the most stable one, in eV, the structures come out at arrangement A 0.167; arrangement B 0.000.

Arrangement A

12
Properties=species:S:1:pos:R:3:lowdin_charge:R:1 method="wB97M-V/def2-TZVPD" smiles="C/C=N/CC#N" orbital_gap_ev=11.37 spin_multiplicity=1 e_homo_ev=-10.4
C -1.82 0.94 -0.05 -0.07
C -0.77 -0.09 0.24 -0.23
N 0.09 -0.40 -0.63 0.01
C 1.28 -1.08 -0.17 -0.23
C 2.31 -0.03 -0.16 -0.21
N 3.02 0.89 -0.17 0.14
H -1.62 1.36 -1.04 0.08
H -2.84 0.56 0.00 0.07
H -1.71 1.73 0.70 0.08
H -0.71 -0.48 1.27 0.12
H 1.58 -1.88 -0.85 0.12
H 1.20 -1.50 0.85 0.11

Arrangement B

12
Properties=species:S:1:pos:R:3:lowdin_charge:R:1 method="wB97M-V/def2-TZVPD" smiles=Cc1cn[nH]c1 orbital_gap_ev=9.46 spin_multiplicity=1 e_homo_ev=-9.0
C 0.88 -1.49 0.11 -0.05
C 0.07 -0.22 0.00 -0.25
C 0.42 0.95 -0.61 -0.11
N -0.44 2.01 -0.24 -0.06
N -1.63 1.33 0.15 0.01
C -1.30 0.09 0.35 -0.14
H 0.77 -2.10 -0.79 0.08
H 1.94 -1.26 0.24 0.08
H 0.59 -2.10 0.97 0.08
H 0.88 1.05 -1.58 0.12
H -0.12 2.33 0.69 0.14
H -2.06 -0.60 0.70 0.11

Arrangement C

12
Properties=species:S:1:pos:R:3:lowdin_charge:R:1 method="wB97M-V/def2-TZVPD" smiles="[H]/N=C/N=C=CC" orbital_gap_ev=9.25 spin_multiplicity=1 e_homo_ev=-8.3
C -2.39 0.03 0.15 -0.11
C 0.02 0.16 -0.10 -0.10
C -1.09 0.80 0.17 -0.14
N 2.93 0.37 0.03 0.09
C 2.25 -0.68 -0.20 -0.32
N 0.92 -0.54 -0.51 0.12
H -3.22 0.72 0.29 0.07
H -2.42 -0.73 0.94 0.07
H -2.52 -0.48 -0.81 0.08
H -1.04 1.88 0.29 0.10
H 3.92 0.14 0.08 0.03
H 2.63 -1.69 -0.33 0.11

Relative to the most stable one, in eV, the structures come out at arrangement A 0.000; arrangement B 1.518; arrangement C 1.144.

Arrangement A

12
Properties=species:S:1:pos:R:3:lowdin_charge:R:1 method="wB97M-V/def2-TZVPD" orbital_gap_ev=7.51 spin_multiplicity=1 e_homo_ev=-7.4
C -2.19 0.67 0.41 0.03
C -1.71 -0.53 -0.12 -0.26
C 1.43 -0.09 0.17 -0.15
C 0.68 -1.11 -0.65 0.04
N 0.20 0.65 0.19 0.02
N -0.39 -0.51 -0.28 -0.17
H -3.26 0.74 0.44 -0.03
H -2.07 -1.48 -0.40 0.08
H 1.59 -0.66 1.13 0.13
H 2.35 0.49 -0.07 0.12
H 0.92 -2.01 -1.08 0.10
H -0.18 1.03 1.05 0.09

Arrangement B

12
Properties=species:S:1:pos:R:3:lowdin_charge:R:1 method="wB97M-V/def2-TZVPD" smiles="NC1=CCN=C1" orbital_gap_ev=9.45 spin_multiplicity=1 e_homo_ev=-8.4
N 1.80 -0.45 -0.82 0.09
C 0.58 -0.15 -0.25 -0.34
C 0.21 -0.54 1.13 -0.13
N -0.95 -0.15 1.50 0.04
C -1.57 0.41 0.30 -0.24
C -0.51 0.46 -0.75 -0.04
H 2.57 -0.50 -0.17 0.08
H 2.04 0.12 -1.62 0.09
H 0.84 -1.13 1.80 0.11
H -2.36 -0.32 0.05 0.13
H -2.08 1.37 0.49 0.11
H -0.60 0.92 -1.74 0.10

Arrangement C

12
Properties=species:S:1:pos:R:3:lowdin_charge:R:1 method="wB97M-V/def2-TZVPD" orbital_gap_ev=8.94 spin_multiplicity=1 e_homo_ev=-8.4
C -2.02 -0.29 -0.01 -0.09
C -0.55 0.00 -0.05 -0.44
C 0.02 1.24 0.04 -0.02
N 1.51 0.79 0.06 -0.01
C 1.53 -0.67 -0.12 -0.17
N 0.35 -1.12 -0.16 0.11
H -2.57 0.65 0.03 0.07
H -2.27 -0.88 0.88 0.07
H -2.34 -0.86 -0.89 0.07
H 1.83 1.05 1.00 0.15
H 2.07 1.32 -0.61 0.15
H 2.46 -1.22 -0.18 0.11

Arrangement D

12
Properties=species:S:1:pos:R:3:lowdin_charge:R:1 method="wB97M-V/def2-TZVPD" orbital_gap_ev=9.80 spin_multiplicity=1 e_homo_ev=-9.1
N 3.36 -0.01 -0.04 0.15
C 2.22 -0.11 0.11 -0.17
C 0.77 -0.22 0.29 -0.30
C -0.10 1.04 0.03 -0.15
C -0.81 0.25 -1.10 -0.05
N 0.03 -0.75 -0.85 -0.01
H 0.55 -0.74 1.22 0.15
H -0.75 1.35 0.86 0.09
H 0.46 1.91 -0.34 0.11
H -2.77 -0.42 0.23 0.00
H -3.04 -0.62 0.89 0.04
H 0.09 -1.67 -1.29 0.14

Relative to the most stable one, in eV, the structures come out at arrangement A 6.171; arrangement B 0.000; arrangement C 2.588; arrangement D 3.408.

Arrangement A

12
Properties=species:S:1:pos:R:3:lowdin_charge:R:1 method="wB97M-V/def2-TZVPD" orbital_gap_ev=7.57 spin_multiplicity=1 e_homo_ev=-6.7
C 1.22 0.58 -0.80 -0.13
C -0.26 0.15 -1.03 -0.14
C -1.83 -0.69 0.60 -0.06
C 1.35 0.07 0.65 -0.18
N 0.29 -0.41 1.12 0.08
N -0.69 -0.33 0.12 -0.31
H 2.03 0.20 -1.56 0.14
H -0.84 -0.22 -1.89 0.11
H -1.80 -0.91 1.73 0.08
H -2.83 -0.30 0.12 0.09
H 2.41 0.19 1.22 0.17
H 0.96 1.67 -0.29 0.16

Arrangement B

12
Properties=species:S:1:pos:R:3:lowdin_charge:R:1 method="wB97M-V/def2-TZVPD" smiles="C1CC1C1N=N1" orbital_gap_ev=10.16 spin_multiplicity=1 e_homo_ev=-9.5
C -1.33 0.67 0.03 -0.09
C -1.11 -0.84 0.08 -0.10
C 0.05 0.09 0.33 -0.33
C 1.27 0.19 -0.53 -0.39
N 2.45 0.56 0.18 0.10
N 2.38 -0.61 -0.16 0.09
H -1.32 1.40 -0.78 0.10
H -1.70 1.10 0.93 0.08
H -1.43 -1.32 0.99 0.09
H -0.83 -1.54 -0.67 0.09
H 0.43 0.08 1.43 0.16
H 1.15 0.22 -1.84 0.20

Arrangement C

12
Properties=species:S:1:pos:R:3:lowdin_charge:R:1 method="wB97M-V/def2-TZVPD" orbital_gap_ev="7.93 / 7.93" spin_multiplicity=1 e_homo_ev="-7.5 / -7.5"
N -0.65 -1.47 -0.70 0.09
C -0.04 -0.29 -0.18 -0.56
C 1.46 -0.29 0.29 -0.14
C 0.44 -0.24 1.32 -0.05
C -0.54 0.96 -0.44 -0.04
N -1.08 2.04 -0.53 0.18
H -1.49 -1.69 -0.18 0.09
H -0.84 -1.38 -1.69 0.08
H 2.12 0.55 0.02 0.10
H 1.84 -1.27 -0.01 0.10
H -1.56 2.32 0.32 0.09
H 0.33 0.75 1.79 0.05

Arrangement D

12
Properties=species:S:1:pos:R:3:lowdin_charge:R:1 method="wB97M-V/def2-TZVPD" orbital_gap_ev="8.71 / 8.57" spin_multiplicity=1 e_homo_ev="-9.2 / -9.3"
C 2.30 1.45 1.26 -0.24
C 1.37 -0.40 -0.16 -0.30
C 1.37 0.41 1.10 -0.05
C -0.96 0.39 -0.49 -0.15
N 3.01 2.33 1.41 0.16
N 0.45 0.55 -0.72 0.00
H 2.36 -0.46 -0.78 0.15
H 1.19 -1.46 -0.15 0.10
H 0.55 0.29 1.70 0.08
H -1.30 1.31 -0.24 0.03
H -1.33 0.28 -1.61 0.13
H -1.39 -0.46 0.14 0.11

Relative to the most stable one, in eV, the structures come out at arrangement A 1.169; arrangement B 0.322; arrangement C 0.779; arrangement D 0.000.